# 1
16
Properties=species:S:1:pos:R:3 method="wB97M-V/def2-TZVPD" de_lowest_ev=5.491 spin_multiplicity=1 gap_ha="0.3229 / 0.2665" e_homo_ev="-9.290 / -7.312" molar_mass_da=115.208
C -0.8774 -1.7040 0.8448
C 0.6638 1.5251 1.7864
C 2.4543 -1.2274 -1.5651
C -2.1795 0.4525 -1.1176
N -0.8583 -2.6844 1.4188
O -0.2965 1.1795 0.8272
Si -0.7531 -0.1045 -0.0334
H 1.7465 1.6134 1.4649
H 0.5655 0.6541 2.3810
H 0.3840 2.4244 2.2059
H 2.2139 -2.2487 -1.3740
H 1.9947 -0.7768 -2.3789
H 2.3608 -0.7352 -0.6458
H -1.9961 1.4393 -1.5285
H -2.2488 -0.1624 -1.8816
H -3.1739 0.3552 -0.4040

# 2
16
Properties=species:S:1:pos:R:3 method="wB97M-V/def2-TZVPD" de_lowest_ev=0.627 spin_multiplicity=1 gap_ha=0.4616 e_homo_ev=-11.426 molar_mass_da=60.140 smiles=CC.CC
C 2.5995 0.2228 -0.4869
C 1.5188 1.2328 -0.8927
H 3.6422 0.4887 -0.4013
H 2.2283 -0.3508 0.3964
H 2.6136 -0.5005 -1.2943
H 0.8908 1.6550 -0.1264
H 0.7078 0.8437 -1.5230
H 1.7594 2.0979 -1.5576
C -1.3506 -1.0358 0.6034
C -2.6941 -0.3730 0.8964
H -0.5488 -0.8840 1.3142
H -1.4024 -2.1075 0.5463
H -0.9026 -0.6655 -0.3248
H -3.3514 -1.0866 1.3762
H -2.6384 0.5056 1.5574
H -3.0719 -0.0427 -0.0833

# 3
18
Properties=species:S:1:pos:R:3 method="wB97M-V/def2-TZVPD" de_lowest_ev=2.952 spin_multiplicity=1 gap_ha=0.4096 e_homo_ev=-14.387 molar_mass_da=103.145 smiles=C[C@H]1[NH2+]CN[C@H]1O total_charge=+1
C 1.9006 -0.1736 -0.1903
C 0.6442 0.0934 0.6199
N -0.0535 1.1505 -0.2765
C -1.5698 0.8567 -0.4772
N -1.7453 -0.2393 0.4079
C -0.4477 -1.0472 0.5702
O -0.1634 -1.7236 -0.6454
H 1.6973 -0.7844 -0.9829
H 2.5948 -0.7259 0.5076
H 2.2006 0.7989 -0.5053
H 0.6618 0.5981 1.5285
H 0.5746 1.0793 -1.0484
H 0.0081 2.1542 -0.1232
H -1.6479 0.5249 -1.4797
H -2.1037 1.6867 -0.2864
H -1.9605 0.0284 1.3553
H -0.4817 -1.6346 1.3876
H -0.1083 -2.6424 -0.3616

# 4
93
Properties=species:S:1:pos:R:3 method="wB97M-V/def2-TZVPD" de_lowest_ev=1.718 spin_multiplicity=1 gap_ha=0.0789 e_homo_ev=-14.250 molar_mass_da=1142.063 total_charge=+3
Au -0.7965 -0.5880 1.3471
C -0.4348 3.4441 2.7576
Se -0.3245 2.6387 0.9969
C -2.1998 2.8085 0.4659
C -3.1861 1.9629 1.2600
Se -3.1048 0.0251 1.0228
C -3.3297 -0.0810 -0.9067
H -0.9036 4.4205 2.6665
H 0.5840 3.5541 3.1185
H -0.9958 2.8029 3.4318
H -2.2271 2.5912 -0.6002
H -2.4449 3.8621 0.5965
H -4.2087 2.2350 0.9996
H -3.0762 2.1080 2.3330
H -4.2655 0.4052 -1.1712
H -3.3909 -1.1388 -1.1494
H -2.4905 0.3799 -1.4225
C 1.2682 -0.2728 -6.8905
Si -0.2949 0.0303 -5.9452
C -0.9623 1.7540 -5.9695
C -1.5621 -1.3131 -5.9596
Sb 0.7907 -0.1782 -3.4208
Si 2.3701 1.9739 -2.8992
C 3.5205 1.9182 -4.3484
C 1.1706 3.3838 -2.8875
C 3.1043 1.5887 -1.2439
Si 1.5402 -2.7544 -3.0858
C 1.7885 -2.8402 -1.2490
C 3.0713 -2.8328 -4.1290
C 0.1123 -3.7960 -3.6357
H 1.0211 -0.3958 -7.9517
H 1.7798 -1.1839 -6.5679
H 1.9601 0.5678 -6.8072
H -1.4518 1.9495 -6.9296
H -0.1678 2.4938 -5.8549
H -1.7068 1.9031 -5.1851
H -2.1525 -1.2484 -6.8795
H -2.2533 -1.2233 -5.1198
H -1.1041 -2.3023 -5.9351
H 3.0144 2.2100 -5.2711
H 3.9764 0.9365 -4.4932
H 4.3266 2.6388 -4.1708
H 0.5405 3.4081 -3.7777
H 1.7218 4.3293 -2.8485
H 0.5291 3.3413 -2.0035
H 3.7636 0.7174 -1.2711
H 2.3178 1.4199 -0.5040
H 3.7038 2.4419 -0.9053
H 2.4284 -2.0411 -0.8699
H 2.2382 -3.8007 -0.9788
H 0.8233 -2.7722 -0.7394
H 3.6900 -1.9344 -4.0609
H 2.8231 -3.0048 -5.1789
H 3.6820 -3.6760 -3.7887
H -0.8473 -3.3622 -3.3466
H 0.1903 -4.7755 -3.1539
H 0.1117 -3.9579 -4.7148
Cl 10.4221 0.7326 4.0189
C 8.9812 -0.0026 3.4342
C 8.7391 -1.3456 3.6764
C 7.5782 -1.9251 3.1934
C 6.6515 -1.1863 2.4687
C 5.3558 -1.8108 2.0114
C 4.3439 -1.6582 3.1470
N 2.9524 -1.9126 2.7381
C 2.2143 -3.0478 2.9709
C 0.9763 -2.8180 2.4618
N 0.9544 -1.5411 1.9263
C 2.1659 -1.0268 2.1183
O 5.4625 -3.1891 1.7408
C 5.5013 -3.5548 0.3626
C 6.3604 -2.6787 -0.4991
C 7.7236 -2.6309 -0.4399
Cl 8.7406 -3.6113 0.5106
S 8.3976 -1.4943 -1.5292
C 6.8505 -1.0655 -2.1052
C 5.8665 -1.7668 -1.4778
C 6.9176 0.1620 2.2572
Cl 5.7647 1.1581 1.3866
C 8.0701 0.7647 2.7242
H 9.4589 -1.9295 4.2334
H 7.3865 -2.9783 3.3611
H 4.9955 -1.2730 1.1315
H 4.3904 -0.6499 3.5525
H 4.6062 -2.3710 3.9257
H 2.6247 -3.9125 3.4654
H 0.1112 -3.4593 2.4609
H 2.4928 -0.0413 1.8212
H 4.4763 -3.5472 -0.0242
H 5.8674 -4.5799 0.3431
H 6.7580 -0.3205 -2.8794
H 4.8124 -1.6667 -1.7099
H 8.2607 1.8136 2.5450

# 5
23
Properties=species:S:1:pos:R:3 method="wB97M-V/def2-TZVPD" de_lowest_ev=2.289 spin_multiplicity=1 gap_ha=0.3539 e_homo_ev=-8.667 molar_mass_da=122.211 smiles=Cc1ccccc1.CC
C 0.3275 2.0267 0.5531
C 0.1756 0.8186 1.4139
C 0.3627 0.6917 2.8928
C -0.0550 -0.4135 3.6232
C -0.4962 -1.5194 2.8397
C -0.6818 -1.5450 1.4483
C -0.3322 -0.3371 0.8020
H -0.6257 2.1431 -0.0552
H 0.9971 1.9610 -0.3763
H 0.3897 3.0483 1.0578
H 0.7492 1.5875 3.2434
H 0.0303 -0.3630 4.6572
H -0.8288 -2.4438 3.2615
H -1.1797 -2.4190 0.9285
H -0.3625 -0.4893 -0.2639
C 0.8163 -0.1363 -3.7928
C -0.2781 -0.6239 -2.7518
H 1.5001 0.5520 -3.3013
H 1.2303 -1.0349 -4.1360
H 0.3036 0.3140 -4.5655
H -1.3228 -0.7004 -3.3021
H -0.1357 -1.4468 -2.1438
H -0.5839 0.3295 -2.0326

# 6
25
Properties=species:S:1:pos:R:3 method="wB97M-V/def2-TZVPD" de_lowest_ev=3.694 spin_multiplicity=1 gap_ha=0.3608 e_homo_ev=-9.419 molar_mass_da=135.160 smiles=CCN.O.O.O.O.O
C 0.2625 3.5239 -0.9288
C 0.6591 2.4834 -1.9244
N 1.2736 1.2506 -1.2215
H 0.8687 4.4568 -0.7068
H -0.6613 3.9059 -1.2824
H -0.4067 3.2671 0.0363
H -0.0972 1.9105 -2.6322
H 1.5446 3.0088 -2.4257
H 0.6793 0.7276 -0.6691
H 2.1212 1.3386 -0.7761
O -0.5906 -1.8343 0.5602
H -0.4541 -1.7166 -0.4173
H -0.8539 -2.7422 0.8016
O -2.5053 0.4248 2.0421
H -3.0679 0.1350 2.7737
H -1.6834 0.0287 2.0754
O -0.1494 -2.0987 3.8460
H -0.3492 -2.3594 2.8438
H 0.6378 -1.5583 3.6126
O 0.6626 -4.2117 0.9930
H 0.7789 -3.4846 0.2414
H 1.4442 -4.1589 1.5016
O -0.0750 -1.0987 -2.6329
H 0.0716 -0.2833 -2.1258
H -0.1101 -0.9150 -3.5848

# 7
9
Properties=species:S:1:pos:R:3 method="wB97M-V/def2-TZVPD" de_lowest_ev=7.307 spin_multiplicity=1 gap_ha="0.2794 / 0.1640" e_homo_ev="-13.371 / -11.816" molar_mass_da=61.064 total_charge=+1
C 1.3721 0.0463 0.1137
N -2.0622 0.0716 -0.2140
N 2.5645 0.1467 -0.1106
O -3.2972 0.0285 0.0154
H 0.7549 -0.8341 0.5616
H -1.9777 0.1030 -1.2294
H 3.2337 -0.6297 0.0785
H 3.0613 1.1434 -0.1235
H -3.6494 -0.0757 0.9082